[1]
Entry from OMol25: C4H14N2O2 as an isolated structure (the ωB97M-V functional and the def2-TZVPD basis).

- Molar mass: 122.2 g mol⁻¹
- LUMO energy: 0.75 eV
- Multiplicity: 1
- Strongest force on any atom: 2.9 eV/A
- Energy above the lowest of the compared OMol25 structures with the same formula, charge and spin: 2.686 eV
- Total energy: -11448.0041 eV
- E_HOMO: -8.139 eV

CARTESIAN COORDINATES (ANGSTROEM)
1 C -0.77 -0.60 -1.79
2 C -1.34 -1.17 -0.10
3 N -2.22 -0.25 0.60
4 O 0.48 -0.23 -1.92
5 O -1.70 0.40 -2.08
6 H 0.97 0.35 -0.83
7 H -1.23 1.12 -2.52
8 H -1.02 -1.49 -2.36
9 H -2.32 0.62 0.08
10 H -3.18 -0.58 0.67
11 H -0.65 -1.64 0.61
12 H -1.90 -2.05 -0.45
13 C 0.93 1.64 1.22
14 C 2.28 -0.38 0.84
15 N 1.11 0.41 0.45
16 H 0.23 -0.19 0.54
17 H -0.02 2.08 0.93
18 H 0.87 1.42 2.29
19 H 2.20 -0.72 1.88
20 H 1.77 2.31 1.05
21 H 3.19 0.21 0.71
22 H 2.33 -1.25 0.18

Atomic partial charges in e from the natural (NBO) method, atoms 1 to 8: C 0.46; C -0.38; N -0.88; O -0.83; O -0.77; H 0.48; H 0.48; H 0.11



[2]
Entry from OMol25: a 2-piece molecular cluster, C4H14N2O2 overall (the ωB97M-V functional and the def2-TZVPD basis).

- Charge: +1
- Molar mass: 122.2 g mol⁻¹
- LUMO energy (spin up / spin down): -2.98 / -8.29 eV
- Multiplicity: 2
- Strongest force on any atom: 2.5 eV/A
- Energy above the lowest of the compared OMol25 structures with the same formula, charge and spin: 2.453 eV
- Total energy: -11440.9399 eV
- E_HOMO (spin up / spin down): -13.594 / -13.301 eV

CARTESIAN COORDINATES (ANGSTROEM)
1 C 0.03 1.70 -1.12
2 O 1.31 2.27 -1.01
3 C 0.12 0.22 -0.72
4 C -1.23 -0.63 -0.75
5 C -1.27 -1.42 0.59
6 N -1.46 -0.60 1.79
7 N 1.06 -0.53 -1.49
8 H -0.13 1.79 -2.20
9 H -0.76 2.29 -0.65
10 H 1.69 2.28 -0.14
11 H 0.53 0.20 0.29
12 H -1.39 -1.33 -1.57
13 H -1.93 0.20 -0.84
14 H -0.30 -1.90 0.69
15 H -2.11 -2.10 0.62
16 H -0.78 0.14 1.88
17 H -2.40 -0.20 1.73
18 H 0.85 -0.49 -2.48
19 H 2.03 -0.46 -1.22
20 H 1.54 -0.30 2.76
21 H 2.57 -0.97 1.85
22 O 2.03 -0.18 1.95

Atomic partial charges in e from the natural (NBO) method, atoms 1 to 8: C -0.05; O -0.68; C -0.14; C -0.38; C -0.22; N -0.78; N -0.37; H 0.20



[3]
Entry from OMol25: a 2-piece molecular cluster, C4H14N2O2 overall (the ωB97M-V functional and the def2-TZVPD basis).

- Charge: +1
- Molar mass: 122.2 g mol⁻¹
- LUMO energy (spin up / spin down): -2.93 / -8.49 eV
- Multiplicity: 2
- Strongest force on any atom: 1.5 eV/A
- Energy above the lowest of the compared OMol25 structures with the same formula, charge and spin: 2.624 eV
- Total energy: -11440.7693 eV
- E_HOMO (spin up / spin down): -14.347 / -13.393 eV

CARTESIAN COORDINATES (ANGSTROEM)
1 C 0.96 -0.24 1.67
2 N -0.02 0.63 2.26
3 C 1.00 -0.16 0.17
4 C 2.28 0.36 -0.44
5 N 0.55 -1.45 -0.31
6 C -0.87 -1.72 -0.26
7 O -1.59 -0.86 -1.14
8 H 0.80 -1.26 2.06
9 H 1.93 -0.02 2.15
10 H -0.71 1.00 1.61
11 H 0.26 1.31 2.96
12 H 0.20 0.57 -0.09
13 H 2.79 1.02 0.26
14 H 2.98 -0.43 -0.71
15 H 2.11 0.96 -1.33
16 H 0.99 -1.77 -1.17
17 H -1.24 -1.44 0.73
18 H -1.08 -2.75 -0.50
19 H -1.53 -1.18 -2.05
20 H -2.47 3.06 -0.82
21 H -1.27 2.29 -1.37
22 O -1.97 2.90 -1.64

Atomic partial charges in e from the natural (NBO) method, atoms 1 to 8: C -0.26; N -0.67; C -0.11; C -0.63; N -0.30; C 0.05; O -0.68; H 0.25



[4]
Entry from OMol25: a 3-piece molecular cluster, C4H14N2O4 overall (the ωB97M-V functional and the def2-TZVPD basis).

- Molar mass: 154.2 g mol⁻¹
- LUMO energy: 0.36 eV
- Multiplicity: 1
- SMILES string: NCCNCC(=O)O.O.O
- Strongest force on any atom: 5.4 eV/A
- Energy above the lowest of the compared OMol25 structures with the same formula, charge and spin: 3.546 eV
- Total energy: -15542.4233 eV
- E_HOMO: -8.999 eV

CARTESIAN COORDINATES (ANGSTROEM)
1 N -0.09 -1.93 1.82
2 C 0.32 -0.66 1.15
3 C -0.73 0.39 1.50
4 N -0.55 1.91 1.62
5 C -1.09 2.45 0.34
6 C -0.49 1.97 -1.03
7 O 0.58 2.20 -1.64
8 O -1.37 0.95 -1.48
9 H -0.56 -2.65 1.15
10 H 0.76 -2.24 2.21
11 H 0.31 -0.70 -0.05
12 H 1.34 -0.35 1.32
13 H -1.63 0.20 0.85
14 H -1.38 0.34 2.46
15 H 0.42 2.00 1.66
16 H -0.67 3.49 0.16
17 H -2.21 2.52 0.34
18 H -1.27 0.79 -2.35
19 O 0.10 -2.72 -1.25
20 H 0.50 -3.47 -0.93
21 H 0.72 -2.30 -1.74
22 O 2.19 -0.87 -1.76
23 H 1.70 -0.23 -2.19
24 H 3.09 -1.08 -2.16

Atomic partial charges in e from the natural (NBO) method, atoms 1 to 8: N -0.85; C -0.26; C -0.28; N -0.58; C -0.34; C 0.78; O -0.60; O -0.71